# 1
119
Properties=species:S:1:pos:R:3:forces:R:3 method="wB97M-V/def2-TZVPD" homo_lumo_gap_ev=7.05 charge=-1 lumo_ev=2.128 e_tot_ha=-18027.60517 homo_ev=-4.924 relative_energy_kj_mol=0.0
Cd -0.293004 0.143584 2.143071 -0.1 -0.1 0.0
O 1.835937 1.500115 0.853083 0.6 -1.1 0.3
C 2.553478 2.629354 1.318433 0.4 0.1 0.3
C 3.195785 2.406319 2.685836 -0.1 -0.2 -0.1
C 2.206730 1.831420 3.712709 -0.1 0.2 -0.2
C 0.985497 2.698613 3.785020 -0.2 -0.1 0.0
C 0.968932 3.846202 4.570655 0.0 0.1 0.0
C -0.139525 4.674451 4.539452 0.1 0.0 0.0
C -1.209383 4.330237 3.730307 0.0 0.0 0.0
C -1.129191 3.160384 2.998726 0.0 -0.1 0.2
N -0.060471 2.361199 3.020513 0.2 0.4 0.1
H 2.416110 0.702237 0.945438 -0.4 0.5 0.0
H 1.841727 3.453498 1.361184 0.0 -0.1 -0.1
H 3.334096 2.907453 0.600973 0.0 0.0 -0.1
H 3.574193 3.373125 3.034250 0.1 0.0 0.0
H 4.041645 1.718661 2.599741 0.0 0.0 0.0
H 2.687197 1.764442 4.689083 0.0 0.0 0.0
H 1.915065 0.826281 3.408798 0.1 -0.1 0.1
H 1.827332 4.079304 5.189154 0.0 0.0 0.0
H -0.169153 5.574158 5.142705 0.0 0.0 0.0
H -2.097504 4.946808 3.671286 0.0 -0.1 0.0
H -1.959279 2.829590 2.392742 0.0 0.0 -0.1
Se 0.360619 1.424508 -5.564637 0.0 0.2 0.2
P 0.209285 -0.211044 -4.245845 0.1 -0.1 -0.1
C -1.157310 -1.330482 -4.733267 0.0 -0.1 0.1
C -2.128391 -0.887826 -5.621876 -0.1 0.0 0.0
C -3.187847 -1.719388 -5.967832 0.0 0.0 0.0
C -3.273997 -2.995741 -5.431693 0.0 0.0 0.0
C -2.291600 -3.450816 -4.560095 0.1 0.0 0.0
C -1.233310 -2.625251 -4.208824 -0.1 0.1 -0.1
C 1.685511 -1.272605 -4.354952 0.0 -0.1 0.1
C 2.011940 -1.763855 -5.619211 0.0 0.0 0.1
C 3.102605 -2.602704 -5.778598 0.0 0.0 0.0
C 3.877900 -2.952147 -4.677276 0.0 0.0 0.0
C 3.566935 -2.449136 -3.423690 0.0 0.0 0.0
C 2.472843 -1.606621 -3.258483 0.1 0.0 0.0
C -0.035128 -0.004614 -2.462674 -0.3 0.2 0.3
C -0.275282 0.991489 -1.493016 0.1 -0.2 -0.2
N -0.432880 0.335739 -0.316139 -0.2 0.1 -0.1
N -0.316796 -0.963973 -0.559004 0.0 0.0 0.1
N -0.090009 -1.190490 -1.821202 0.0 0.0 0.0
P -0.262124 2.784730 -1.713783 0.1 -0.1 0.1
Se -0.483012 4.044130 -0.044563 -0.2 0.1 0.1
C 1.373201 3.043331 -2.471959 -0.1 -0.1 0.0
C 2.419949 2.217736 -2.066513 0.1 -0.1 -0.1
C 3.684684 2.385027 -2.614073 0.0 0.1 0.0
C 3.912040 3.384167 -3.550614 0.0 0.0 0.0
C 2.877322 4.231256 -3.923348 0.0 0.0 0.0
C 1.613472 4.066267 -3.381774 -0.1 0.0 0.0
C -1.609650 3.138050 -2.888229 0.1 0.0 0.0
C -2.516356 2.167902 -3.298569 0.0 0.0 0.0
C -3.563569 2.502795 -4.144795 0.0 0.0 0.0
C -3.707391 3.806074 -4.595937 0.0 -0.1 0.0
C -2.819417 4.784296 -4.168333 0.0 0.0 0.0
C -1.788301 4.455887 -3.303193 0.0 0.0 -0.1
H -2.043347 0.108370 -6.041243 0.0 0.0 0.0
H -3.943958 -1.367728 -6.660249 0.0 0.0 0.0
H -4.106328 -3.638674 -5.693750 0.0 0.0 0.0
H -2.344795 -4.451755 -4.148123 0.0 0.0 0.0
H -0.478059 -2.971233 -3.516547 0.0 0.0 0.0
H 1.407763 -1.473656 -6.471547 0.0 0.0 0.0
H 3.349012 -2.987909 -6.761141 0.0 0.0 0.0
H 4.721926 -3.620861 -4.798317 0.0 0.0 0.0
H 4.168972 -2.717982 -2.563214 0.0 0.0 0.0
H 2.228644 -1.229182 -2.274373 0.0 -0.1 -0.1
H 2.254359 1.452911 -1.315575 0.0 0.1 -0.2
H 4.490046 1.725839 -2.313116 0.0 0.0 0.0
H 4.896124 3.502474 -3.988355 0.0 0.0 0.0
H 3.050689 5.010041 -4.657349 0.0 0.0 0.0
H 0.804857 4.714020 -3.696625 0.1 0.0 0.0
H -2.421339 1.147874 -2.956645 0.0 -0.1 0.0
H -4.259639 1.733632 -4.458247 0.0 0.0 0.0
H -4.513605 4.062060 -5.273180 0.0 0.0 0.0
H -2.936403 5.808347 -4.502960 0.0 0.0 0.0
H -1.128624 5.229415 -2.930366 -0.1 0.0 0.0
C -5.526905 1.196176 1.996948 0.3 0.0 0.0
Se -3.840755 0.974266 1.040910 0.1 0.0 -0.3
C -4.123191 -0.908469 0.579401 0.2 0.1 0.2
C -3.701570 -1.860561 1.688097 0.0 -0.2 0.0
Se -1.819865 -2.433648 1.659908 -0.6 -0.1 -0.2
C -2.079458 -3.462357 3.293735 0.3 0.2 0.0
H -6.359206 1.051754 1.311690 0.0 0.0 0.0
H -5.535089 2.216872 2.373446 0.0 0.0 0.0
H -5.582117 0.499659 2.831523 0.0 0.0 0.0
H -3.604691 -1.106504 -0.357879 0.0 0.1 0.0
H -5.193359 -0.991831 0.397072 0.0 -0.1 -0.1
H -4.285313 -2.781225 1.639790 -0.1 0.0 0.0
H -3.854851 -1.399668 2.664886 0.0 0.0 0.1
H -2.759182 -4.289505 3.099517 0.0 0.0 0.0
H -2.460712 -2.802833 4.070961 0.0 0.0 0.0
H -1.100646 -3.841582 3.585035 0.0 0.0 0.0
Br 0.215575 -5.634047 -1.522190 0.0 0.0 0.0
C 1.456489 -5.090534 -0.184157 0.0 0.0 0.0
C 2.439048 -5.978980 0.220328 0.0 0.0 0.1
C 3.355697 -5.566048 1.180435 0.0 0.0 0.0
C 3.293040 -4.282573 1.705814 0.1 0.0 0.0
C 2.289455 -3.414693 1.297891 -0.1 -0.1 0.0
C 1.354131 -3.818821 0.348537 0.0 0.0 0.0
C 2.205513 -2.011636 1.848781 0.6 0.5 -0.1
O 3.243003 -1.319122 1.777038 -0.8 0.1 0.0
O 1.071121 -1.681094 2.319142 0.2 0.3 -0.3
H 2.485843 -6.972764 -0.204826 0.0 0.0 0.0
H 4.129907 -6.250035 1.510005 0.0 0.0 0.0
H 4.022762 -3.941652 2.431446 0.0 0.0 0.0
H 0.579036 -3.133687 0.028085 0.0 0.0 0.0
C 0.155812 0.540601 7.153367 0.1 -0.1 0.1
Si -0.384523 -0.865711 6.016785 -0.1 0.1 0.1
C 1.175207 -1.779542 5.504128 0.0 0.0 -0.1
C -1.423661 -2.058006 7.044813 0.0 0.0 0.1
Se -1.724561 -0.019805 4.413383 0.0 -0.1 0.1
H 0.807831 0.170833 7.957454 -0.1 0.1 -0.1
H -0.717546 1.021853 7.604186 0.1 0.0 0.0
H 0.702951 1.301060 6.585944 -0.1 -0.1 0.0
H 1.512474 -2.411291 6.335486 0.0 0.1 0.0
H 1.984166 -1.085242 5.254913 -0.1 -0.1 -0.1
H 1.002503 -2.412712 4.631496 0.0 0.0 0.0
H -0.912058 -2.327261 7.978677 -0.1 0.0 -0.1
H -1.628571 -2.977954 6.487888 0.0 0.1 0.0
H -2.382130 -1.591752 7.291885 0.1 -0.1 0.0

---

# 2
83
Properties=species:S:1:pos:R:3:forces:R:3 method="wB97M-V/def2-TZVPD" homo_lumo_gap_ev="5.18 / 5.01" charge=-2 lumo_ev="4.226 / 4.084" e_tot_ha=-6179.05138 homo_ev="-0.949 / -0.926" relative_energy_kj_mol=31.8 multiplicity=2
Ru -0.217059 -0.059746 -1.049588 0.3 1.3 -0.4
N -3.479612 3.103015 0.349659 0.1 0.0 0.0
C -2.766908 1.984087 -0.070566 -0.2 0.2 -0.1
S -1.976220 1.022806 1.074177 0.2 -0.3 -0.1
N -2.852460 1.770248 -1.365301 0.3 0.0 0.0
N -2.088006 0.713174 -1.777657 -0.5 -0.2 -0.2
C -2.491013 0.157303 -2.864117 0.2 -0.3 0.1
C -1.846311 -1.078459 -3.283562 0.0 0.4 0.0
C -2.304508 -1.802939 -4.364173 0.1 -0.2 -0.1
C -1.674951 -3.007632 -4.678210 -0.1 0.1 0.1
C -0.621946 -3.422783 -3.900905 0.1 0.0 0.1
C -0.217849 -2.640099 -2.818441 0.0 -0.1 -0.1
N -0.825220 -1.505467 -2.502082 -0.2 -0.1 0.1
H -3.114185 3.489606 1.205144 -0.1 0.0 0.0
H -3.596004 3.783454 -0.388863 0.0 0.0 0.0
H -3.352903 0.554090 -3.389533 0.0 -0.1 0.0
H -3.137064 -1.424971 -4.942113 0.0 0.0 0.0
H -2.008186 -3.597172 -5.523085 0.0 0.0 0.0
H -0.063285 -4.319159 -4.126827 0.0 0.0 0.0
H 0.595254 -2.932604 -2.169274 0.0 0.0 0.0
S 4.472671 0.410379 -2.918085 -0.2 0.2 -0.1
As 2.506132 -0.348499 -2.941357 0.9 -0.7 -0.1
S 1.938138 -1.113979 -0.939860 -0.4 0.0 0.1
S 0.809146 1.099443 -2.935217 -0.5 -0.4 0.3
S 2.250272 -1.817669 -4.465512 -0.2 0.2 0.0
C 0.321913 -4.463089 5.114248 0.0 0.0 0.0
C 0.458107 -3.338937 4.116527 -0.2 0.0 -0.2
C 1.332665 -2.293578 4.360722 0.2 0.1 0.2
C 1.479964 -1.284300 3.400793 -0.1 0.0 -0.1
C 2.525547 -0.218887 3.621765 0.0 0.0 0.0
C 0.701128 -1.291187 2.262946 -0.1 -0.1 0.2
C -0.284507 -2.302863 1.991991 0.0 -0.2 -0.2
C -0.304618 -3.363504 2.956918 0.2 0.0 0.1
N -1.030406 -2.192689 0.885543 -0.1 0.5 -0.1
C -2.262743 -2.963587 0.634571 0.5 0.1 -0.1
C -2.969759 -3.657694 1.817765 -0.1 0.1 0.0
C -3.291444 -1.979047 0.067117 -0.1 -0.1 -0.1
C -1.982858 -4.035249 -0.436132 -0.2 -0.2 0.2
H 1.061780 -4.371240 5.912329 0.0 0.0 0.0
H 0.459595 -5.436172 4.634936 0.0 0.0 0.0
H -0.670049 -4.463813 5.575453 0.0 0.0 0.0
H 1.917825 -2.267187 5.276272 0.0 0.0 0.0
H 2.820966 -0.181992 4.672870 0.0 0.0 0.0
H 2.174597 0.771802 3.332607 0.0 0.0 0.0
H 3.421947 -0.430618 3.031831 0.0 0.0 0.0
H 0.798848 -0.504821 1.523899 0.0 0.0 0.0
H -0.890101 -4.247419 2.776437 0.0 0.0 0.0
H -2.977537 -3.028003 2.707945 0.0 0.0 0.0
H -2.538432 -4.624189 2.069737 0.0 0.0 0.0
H -4.007656 -3.842834 1.519605 0.0 0.0 0.0
H -3.647508 -1.300522 0.842977 0.0 0.0 0.0
H -4.142633 -2.525053 -0.360122 0.0 0.0 0.0
H -2.831279 -1.369968 -0.705001 0.0 0.0 0.0
H -1.052956 -4.561044 -0.210019 0.0 0.0 0.0
H -1.889347 -3.582612 -1.418297 0.0 0.0 0.0
H -2.802360 -4.765541 -0.476586 0.0 0.0 -0.1
C 0.680564 2.422656 1.564223 0.0 -0.1 0.0
P 0.783334 2.006352 -0.250087 0.3 -0.3 0.8
C 0.195057 3.630863 -0.908469 -0.1 -0.1 0.0
C 0.630284 4.798818 -0.279477 0.0 0.0 0.1
C 0.183766 6.045127 -0.686943 0.0 0.0 0.0
C -0.714921 6.149546 -1.741003 0.0 0.0 0.0
C -1.139625 5.000386 -2.387695 0.0 0.0 0.0
C -0.685029 3.753540 -1.976862 0.1 0.0 0.0
C 2.607715 2.219954 -0.323971 0.0 0.0 -0.3
C 3.390391 1.434029 0.518675 -0.1 0.0 0.1
C 4.751653 1.653953 0.623529 0.0 0.0 0.0
C 5.352824 2.667793 -0.110684 0.0 0.0 0.0
C 4.587544 3.433436 -0.973457 0.0 0.0 0.0
C 3.224289 3.200709 -1.088462 0.0 0.0 -0.1
H 1.581200 2.945016 1.885939 0.0 0.0 0.0
H 0.575105 1.497371 2.127446 0.0 0.0 0.0
H -0.201007 3.022994 1.769435 0.0 0.0 0.0
H 1.343466 4.735841 0.532240 0.0 0.0 0.0
H 0.540610 6.934773 -0.181977 0.0 0.0 0.0
H -1.073736 7.121612 -2.058810 0.0 0.0 0.0
H -1.822978 5.065364 -3.225598 0.0 0.0 0.0
H -1.016481 2.874147 -2.502905 0.0 0.0 0.0
H 2.928898 0.643777 1.093320 0.0 0.0 0.0
H 5.346193 1.022597 1.272362 0.0 0.0 0.0
H 6.420100 2.838010 -0.032400 0.0 0.0 0.0
H 5.052214 4.199000 -1.582730 0.0 0.0 0.0
H 2.641961 3.781744 -1.791937 0.0 0.0 0.0